No. 1
96
Properties=species:S:1:pos:R:3:forces:R:3:mulliken_charge:R:1 method="wB97M-V/def2-TZVPD" charge=+1 orbital_gap_ev=5.53 total_energy_ev=-207338.7148 homo_energy_ha=-0.3497 largest_force_ev_per_a=0.98
W 0.724257 -1.184687 0.634130 -0.1 0.6 -0.7 0.035
O 3.070637 -0.698358 3.927267 -0.1 -0.1 -0.1 -0.578
C 2.407397 -0.202322 3.041392 0.0 0.0 0.2 -0.675
N 2.335341 -0.731179 1.744456 0.1 0.0 -0.3 0.751
C 3.598378 -0.934406 1.078265 -0.1 -0.2 0.1 0.888
C 4.854178 -0.649468 1.599840 0.0 0.1 0.0 -0.588
C 5.985659 -0.846503 0.818867 0.0 0.0 0.0 -0.835
C 5.881220 -1.340737 -0.470366 0.0 0.0 0.0 -0.903
C 4.636344 -1.659285 -0.992833 0.0 0.0 0.0 -0.675
C 3.503841 -1.464484 -0.216001 0.0 -0.1 0.0 -0.527
N 2.174278 -1.755412 -0.615323 0.0 0.0 0.2 1.912
C 1.872641 -2.626080 -1.631851 -0.2 0.0 -0.1 0.018
O 2.621557 -3.395172 -2.194045 0.1 0.1 0.0 -0.675
C 0.422460 -2.536681 -2.070174 0.0 0.0 0.0 0.757
C 0.089281 -3.061533 -3.305634 0.0 0.0 0.0 -0.855
C -1.198398 -2.884739 -3.785075 0.0 0.0 0.0 -0.792
C -2.105273 -2.191606 -3.003121 0.0 0.0 0.0 -1.208
C -1.702567 -1.731212 -1.760875 -0.1 0.0 0.0 -0.246
N -0.466997 -1.899814 -1.285825 0.1 -0.2 0.0 0.583
C 1.654917 1.078254 3.324580 0.1 0.0 0.1 0.781
C 2.012692 1.797375 4.461693 0.0 0.0 0.0 -0.862
C 1.356979 2.989551 4.718239 0.0 0.0 0.0 -0.605
C 0.370011 3.409643 3.841917 0.0 0.0 0.0 -0.937
C 0.084135 2.618252 2.737907 0.0 0.0 0.0 -0.298
N 0.715860 1.478889 2.477016 -0.1 0.0 -0.1 0.592
H 4.965971 -0.276419 2.605695 0.0 0.0 0.0 0.528
H 6.957504 -0.617223 1.235026 0.0 0.0 0.0 0.437
H 6.768415 -1.490437 -1.070484 0.0 0.0 0.0 0.440
H 4.545034 -2.067733 -1.987029 0.0 0.0 0.0 0.511
H 0.856041 -3.577794 -3.865164 0.0 0.0 0.0 0.633
H -1.482743 -3.271468 -4.754510 0.0 0.0 0.0 0.476
H -3.118835 -2.010229 -3.331484 0.0 0.0 0.0 0.562
H -2.403115 -1.215437 -1.119685 0.0 0.0 0.0 0.489
H 2.793092 1.421334 5.107404 0.0 0.0 0.0 0.527
H 1.617394 3.582643 5.584992 0.0 0.0 0.0 0.457
H -0.167570 4.334602 3.998379 0.0 0.0 0.0 0.461
H -0.681672 2.920500 2.031415 0.0 0.0 0.0 0.437
C -3.996059 5.033964 -1.066712 0.0 0.0 0.0 -1.623
C -3.505911 4.159445 -2.228973 0.0 0.0 0.0 1.783
C -2.930310 5.073022 -3.311034 0.0 0.0 0.0 -2.023
C -4.692169 3.388811 -2.824527 0.0 0.0 0.0 -1.622
C -2.470312 3.164686 -1.710051 0.0 0.0 0.0 -0.049
C -2.827112 2.261699 -0.710842 -0.1 0.0 0.0 -0.460
C -1.903885 1.362521 -0.234022 0.1 0.0 0.0 0.445
Br -2.446086 0.169912 1.142864 0.0 0.1 0.1 0.005
C -0.588196 1.307414 -0.722098 0.0 0.0 0.0 0.164
O 0.274215 0.420001 -0.183151 0.0 -0.2 0.2 0.515
C -0.199734 2.202270 -1.722074 0.0 0.0 0.0 -1.256
C -1.170107 3.103610 -2.179568 0.0 0.0 0.0 -0.291
C 1.195185 2.315214 -2.360483 0.0 0.0 0.0 2.404
C 2.227962 1.297883 -1.874034 0.0 0.0 0.0 -2.145
C 1.753220 3.716177 -2.063549 0.0 0.0 0.0 -1.758
C 1.057493 2.122745 -3.879931 0.0 0.0 0.0 -1.831
H -4.740049 5.748076 -1.423789 0.0 0.0 0.0 0.448
H -3.169064 5.594615 -0.627084 0.0 0.0 0.0 0.362
H -4.459332 4.438939 -0.278371 0.0 0.0 0.0 0.331
H -3.702653 5.765344 -3.647907 0.0 0.0 0.0 0.436
H -2.591843 4.507756 -4.181634 0.0 0.0 0.0 0.390
H -2.094729 5.667776 -2.936920 0.0 0.0 0.0 0.393
H -5.442413 4.087089 -3.199444 0.0 0.0 0.0 0.446
H -5.174498 2.751015 -2.082154 0.0 0.0 0.0 0.333
H -4.368259 2.758333 -3.654808 0.0 0.0 0.0 0.360
H -3.826516 2.258005 -0.297067 0.0 0.0 0.0 0.542
H -0.868254 3.798715 -2.948069 0.0 0.0 0.0 0.380
H 2.435914 1.389811 -0.807995 0.0 0.0 0.0 0.235
H 3.161613 1.472685 -2.411874 0.0 0.0 0.0 0.704
H 1.915276 0.274802 -2.077532 0.0 0.0 0.0 0.234
H 1.860467 3.867512 -0.987629 0.0 0.0 0.0 0.329
H 1.115998 4.508792 -2.455864 0.0 0.0 0.0 0.334
H 2.738522 3.822730 -2.520874 0.0 0.0 0.0 0.479
H 0.656582 1.132169 -4.107440 0.0 0.0 0.0 0.316
H 2.039251 2.206773 -4.349244 0.0 0.0 0.0 0.493
H 0.405893 2.864424 -4.341102 0.0 0.0 0.0 0.344
Se 2.052871 -4.276575 1.223122 0.2 -0.2 -0.2 0.448
N 0.559500 -3.352152 0.853617 0.0 0.0 0.2 -0.035
C -0.473431 -4.189047 0.886345 -0.1 -0.1 0.1 0.352
C -1.852422 -3.837412 0.764274 0.2 0.0 -0.1 0.365
C -2.770821 -4.831583 0.817193 -0.1 -0.2 0.0 -1.053
C -2.402298 -6.209198 0.998878 -0.1 0.1 0.0 -0.711
C -1.112710 -6.576653 1.168658 0.1 0.0 0.0 -0.812
C -0.103516 -5.560373 1.139388 -0.1 0.1 0.0 0.760
N 1.181165 -5.783695 1.359272 0.0 -0.1 0.0 -0.837
H -2.126749 -2.796776 0.668945 0.0 0.0 0.0 0.237
H -3.822961 -4.589488 0.737961 0.0 0.0 0.0 0.479
H -3.184410 -6.955946 1.016247 0.0 0.0 0.0 0.431
H -0.815206 -7.603474 1.327782 0.0 0.0 0.0 0.513
C -1.366904 -3.356107 4.103170 0.0 0.0 0.0 -0.847
S 0.135194 -2.424699 3.809270 -0.1 -0.1 0.0 0.585
C 0.018009 -1.357981 5.235979 0.0 0.1 0.0 -0.935
O -0.191885 -1.527980 2.618742 -0.2 0.0 0.2 -1.041
H -1.288072 -3.820682 5.085846 0.0 0.0 0.0 0.563
H -1.456545 -4.126880 3.341632 0.0 0.0 0.0 0.065
H -2.217459 -2.676574 4.061509 0.0 0.0 0.0 0.292
H 0.076209 -1.983498 6.126192 0.0 0.0 0.0 0.538
H -0.921832 -0.808462 5.198305 0.0 0.0 0.0 0.293
H 0.865819 -0.680122 5.213661 0.0 0.0 0.0 0.191



No. 2
48
Properties=species:S:1:pos:R:3:forces:R:3:mulliken_charge:R:1 method="wB97M-V/def2-TZVPD" orbital_gap_ev=9.34 total_energy_ev=-30198.1352 homo_energy_ha=-0.3372 smiles="CCOCCOCN(N=C(C)C)C(=O)OCCCOC(C)=O" largest_force_ev_per_a=4.84
C -1.610206 -4.776522 1.811292 -0.4 0.3 -0.1 -0.913
C -2.941433 -3.976046 1.338935 0.9 -1.4 1.3 -0.289
O -2.698918 -2.558611 1.220775 -0.7 -1.2 -1.4 -0.296
C -3.161110 -2.017099 -0.035903 1.0 1.9 -0.7 -0.626
C -1.829578 -1.695374 -0.905053 -0.4 -1.1 1.1 0.408
O -2.132887 -1.160938 -2.205354 1.7 -0.1 0.6 -0.346
C -0.932782 -0.900325 -2.970414 -1.4 0.3 -1.6 -0.673
N 0.045677 -0.009522 -2.279504 -1.7 0.5 -1.0 1.052
N 1.379310 -0.229832 -2.673188 3.4 0.5 3.4 -0.981
C 2.081690 -0.760101 -1.663812 -0.3 0.2 -0.4 0.780
C 3.539753 -0.175108 -1.283161 -0.5 -1.7 -0.3 -0.949
C 1.586683 -1.991336 -0.771596 0.2 0.5 0.8 -1.008
C -0.333237 1.388980 -2.333853 -3.7 1.7 -1.0 0.308
O -1.537337 1.711930 -2.532399 4.0 -1.7 0.7 -0.588
O 0.572431 2.474159 -2.118834 -0.8 -2.4 1.1 -0.369
C 0.086377 3.174605 -0.914283 -0.1 1.4 0.6 -0.150
C 1.202137 4.228404 -0.414059 0.4 -0.4 0.0 -0.625
C 1.907642 3.781274 0.953499 0.1 0.6 -0.8 -0.511
O 1.112555 4.387387 2.043529 -0.7 -2.4 0.6 -0.383
C 0.317134 3.394614 2.673829 -2.2 -1.4 0.3 0.700
C 0.896857 2.712935 3.992838 0.8 0.4 -0.2 -0.848
O -0.799681 3.018092 2.273364 3.7 1.7 0.7 -0.499
H -0.766880 -4.699151 1.033112 -1.2 0.1 1.2 0.200
H -1.836612 -5.899156 1.936632 0.2 1.8 -0.1 0.332
H -1.287891 -4.348073 2.821607 -0.2 -0.7 -1.5 0.242
H -3.285150 -4.487288 0.383055 0.1 1.0 1.1 0.295
H -3.700065 -4.112480 2.196395 0.9 0.1 -1.5 0.276
H -3.607520 -0.982496 0.206245 0.3 -1.7 -0.5 0.262
H -3.887955 -2.680828 -0.604362 0.9 0.8 0.9 0.315
H -1.272662 -2.699243 -1.005336 -0.6 1.4 0.1 -0.015
H -1.211025 -0.989166 -0.242390 -0.8 -0.9 -1.2 0.024
H -1.291687 -0.368425 -3.928817 0.3 -0.8 1.6 0.314
H -0.440699 -1.873015 -3.346788 -0.3 1.4 1.2 0.326
H 3.890354 -0.677604 -0.308308 -0.6 0.6 -1.6 0.322
H 4.233066 -0.510522 -2.121485 -0.6 0.9 1.1 0.310
H 3.524796 0.943948 -1.097003 -0.2 -1.4 -0.7 0.185
H 2.508764 -2.543946 -0.355320 -1.3 0.9 -0.8 0.418
H 1.003036 -1.655128 0.164133 0.8 -0.4 -1.5 0.219
H 0.952312 -2.745755 -1.345717 0.9 1.3 0.6 0.218
H -0.853270 3.790975 -1.127664 1.2 -1.2 0.0 0.137
H -0.176309 2.389533 -0.135410 0.4 1.2 -0.8 0.261
H 0.730884 5.256334 -0.204888 0.6 -1.7 -0.3 0.344
H 1.986131 4.392210 -1.242466 -1.2 -0.5 1.2 0.320
H 1.950868 2.646365 1.057628 -0.1 1.4 -0.1 0.352
H 2.962781 4.208650 1.082422 -1.5 -0.6 -0.3 0.292
H 2.026569 2.897482 4.084050 -1.7 -0.3 -0.2 0.275
H 0.688220 1.597266 3.959982 0.2 1.5 -0.1 0.277
H 0.408868 3.127947 4.934042 0.5 -0.4 -1.4 0.306



No. 3
13
Properties=species:S:1:pos:R:3:forces:R:3:mulliken_spin:R:1 method="wB97M-V/def2-TZVPD" charge=+1 orbital_gap_ev="7.49 / 8.15" spin_multiplicity=3 total_energy_ev=-10722.9309 homo_energy_ha="-0.4058 / -0.5763" largest_force_ev_per_a=8.92
C 1.430051 -1.255908 0.191305 3.2 -0.7 -0.6 0.217
C 0.527717 1.209645 0.102009 2.8 8.4 0.6 0.486
N 0.190618 -0.931952 0.259686 -6.1 0.4 -0.7 0.414
N 2.228020 -0.290695 -0.378274 0.5 -0.3 1.5 0.447
N -0.338477 0.310998 -0.090133 0.3 -7.0 0.1 0.217
O -2.961556 0.035974 -0.083192 0.1 0.5 -0.5 0.000
O 1.871631 0.981318 0.105794 -0.2 -0.2 -0.9 0.229
H 1.793471 -2.309500 0.481019 -0.6 2.0 -0.7 0.003
H 0.332915 2.353470 0.112854 0.1 -2.4 -0.2 0.016
H -3.202280 -0.617613 0.577200 -0.3 0.0 0.0 0.000
H 3.257423 -0.318796 -0.479583 -0.7 -0.3 0.0 -0.006
H -3.752684 0.493127 -0.411792 0.2 -0.4 0.3 0.000
H -1.376846 0.339929 -0.386899 0.7 -0.2 1.0 -0.024